[1]
Here is C2H3NO in the gas phase in a non-equilibrium geometry from OMol25. Energies are from the ωB97M-V functional and the def2-TZVPD basis.

Results
Multiplicity: 1
SMILES string: C#CON
Energy above the lowest of the compared OMol25 structures with the same formula, charge and spin, kcal per mole: 103.22
Charge: 0
Maximum force, eV/Å: 5.47
DFT total energy, Ha: -207.83317

Atoms and positions in Å:
O 0.50 0.60 0.63
N 1.61 -0.11 0.05
C -0.66 0.40 0.30
C -1.76 0.13 -0.10
H 1.66 -1.03 0.51
H -2.79 0.28 -0.44
H 1.44 -0.28 -0.94


[2]
Here is C5H8 in the gas phase in a non-equilibrium geometry from OMol25. Energies are from the ωB97M-V functional and the def2-TZVPD basis.

Results
Multiplicity: 1
SMILES string: C=C/C=C\C
Energy above the lowest of the compared OMol25 structures with the same formula, charge and spin, kcal per mole: 20.95
Charge: 0
Maximum force, eV/Å: 1.63
DFT total energy, Ha: -195.25864

Atoms and positions in Å:
C 1.02 -0.34 -0.06
C -1.23 0.66 0.03
C 2.36 -0.21 0.04
C 0.08 0.79 -0.02
C -1.97 -0.66 0.01
H 2.91 -1.19 0.05
H 0.56 -1.30 -0.07
H 2.89 0.75 0.04
H -1.97 -1.15 1.04
H -1.89 1.53 -0.01
H -3.06 -0.50 -0.27
H -1.48 -1.30 -0.79
H 0.54 1.79 -0.06


[3]
Here is C6H12O in the gas phase from OMol25. Energies are from the ωB97M-V functional and the def2-TZVPD basis.

Results
Multiplicity: 1
SMILES string: CCC/C(C)=C\O
Energy above the lowest of the compared OMol25 structures with the same formula, charge and spin, kcal per mole: 18.05
Charge: 0
Maximum force, eV/Å: 0.41
DFT total energy, Ha: -311.03050

Atoms and positions in Å:
O 1.66 1.50 -1.63
C 1.21 -0.16 0.08
C 1.84 -1.04 1.12
C 1.97 0.74 -0.54
C -1.28 0.52 0.26
C -0.23 -0.48 -0.27
C -2.69 0.17 -0.20
H -1.02 1.53 -0.07
H -2.75 0.13 -1.30
H 1.82 -2.07 0.76
H -1.24 0.54 1.36
H 0.77 1.29 -1.91
H -0.47 -1.47 0.14
H 2.99 0.94 -0.20
H 1.29 -0.99 2.07
H 2.89 -0.78 1.31
H -3.01 -0.81 0.18
H -3.42 0.91 0.14
H -0.36 -0.58 -1.36


[4]
Here is C22H30N2O2 in the gas phase from OMol25. Energies are from the ωB97M-V functional and the def2-TZVPD basis.

Results
Multiplicity: 1
SMILES string: CCN1CCN(C[C@@H](O)COC(c2ccccc2)c2ccccc2)CC1
Energy above the lowest of the compared OMol25 structures with the same formula, charge and spin, kcal per mole: 54.21
Charge: 0
Maximum force, eV/Å: 0.62
DFT total energy, Ha: -1116.28211

Atoms and positions in Å:
O 0.01 -2.27 1.03
O 2.58 -2.78 0.09
N 1.62 3.04 -2.41
N 2.09 0.55 -1.11
C -1.80 0.04 1.25
C 1.03 1.82 -2.90
C 1.98 -0.42 -0.04
C -1.52 -2.55 2.85
C 2.69 1.79 -0.64
C -2.18 -1.24 0.87
C -2.51 1.14 0.80
C 2.46 3.96 -4.62
C 1.73 -1.86 -0.55
C -3.61 0.97 -0.02
C 0.27 -2.29 -0.35
C -1.36 -2.43 1.35
C -1.90 -2.72 5.59
C -2.72 -3.04 3.36
C -3.28 -1.41 0.05
C -0.71 -2.23 5.08
C -2.90 -3.12 4.73
C 0.82 0.85 -1.74
C 1.63 4.14 -3.35
C -4.00 -0.31 -0.39
C 2.90 2.74 -1.81
C -0.52 -2.14 3.72
H -2.20 2.13 1.10
H 0.11 1.30 -1.02
H 1.66 1.32 -3.66
H -2.04 -2.79 6.66
H -3.50 -3.35 2.69
H 0.08 -1.92 5.75
H 0.13 -3.31 -0.74
H -4.17 1.82 -0.37
H 0.41 -1.77 3.31
H 3.51 3.80 -4.38
H 3.59 2.26 -2.53
H 1.20 -0.15 0.68
H -4.86 -0.45 -1.03
H 2.06 2.28 0.11
H 2.94 -0.44 0.48
H -0.94 0.17 1.89
H 1.99 -1.91 -1.61
H 0.59 4.33 -3.63
H 1.99 5.02 -2.81
H 0.39 -0.07 -2.13
H -3.83 -3.50 5.12
H -1.74 -3.34 0.87
H -3.58 -2.40 -0.25
H 3.66 1.55 -0.19
H 2.23 -2.90 0.99
H 3.36 3.67 -1.46
H 0.06 2.05 -3.36
H 2.11 3.11 -5.20
H -0.41 -1.61 -0.88
H 2.39 4.85 -5.24


Question: What is the charge in the fourth record?
Answer: 0